Record 1
Molecular formula: H30O15
Method: DFT, ωB97M-V/def2-TZVPD

Values from the calculation:
energy: -31200.132 eV
HOMO-LUMO gap: 9.2 eV
largest force on an atom: 0.0433 hartree/bohr
highest occupied orbital energy: -9.4 eV
lowest unoccupied orbital energy: -0.249 eV

Cartesian coordinates (Å):
O 25.94240 -8.26859 10.60287
H 25.81864 -8.54608 9.67656
H 25.12252 -8.53763 11.04923
O 23.67220 -5.77137 10.89047
H 22.73522 -5.90145 11.09749
H 23.67653 -6.24432 10.04031
O 23.01485 -10.78565 9.46051
H 22.56069 -10.84627 10.28180
H 22.98631 -11.67189 9.14805
O 21.20375 -8.85334 13.42356
H 21.49838 -8.72230 12.52306
H 21.99271 -8.87158 13.99344
O 18.60320 -7.35055 8.61097
H 18.46600 -7.04643 9.52113
H 18.29423 -8.23987 8.76534
O 24.01862 -9.53540 11.94455
H 23.86411 -9.46167 12.87292
H 24.55769 -10.33092 11.92061
O 20.48146 -5.13041 10.05376
H 20.12374 -5.99514 10.29726
H 19.66804 -4.63435 10.05990
O 21.56391 -8.27486 10.46004
H 22.41897 -8.66214 10.26528
H 20.94527 -8.77232 9.89447
O 19.83915 -9.86057 8.78260
H 19.00329 -10.26493 8.49651
H 20.02536 -9.29133 8.02774
O 19.03339 -6.90288 11.38755
H 19.81445 -6.96715 11.89321
H 18.57933 -6.17587 11.81268
O 22.43589 -9.41470 6.75419
H 22.81991 -9.03350 7.53233
H 22.35421 -10.31266 6.98333
O 23.78101 -7.34671 8.66269
H 24.44221 -6.86390 8.14385
H 22.88232 -7.07256 8.45355
O 25.36810 -10.05318 8.48833
H 24.45258 -10.06909 8.76109
H 25.37271 -9.93308 7.55593
O 17.69152 -9.34731 10.70561
H 17.03395 -9.56459 11.35086
H 18.37696 -8.83125 11.13869
O 21.44839 -6.52294 7.86431
H 21.00046 -5.96749 8.46979
H 20.77149 -7.15514 7.69708

Force components x, y, z for each atom (eV/Å):
0.13 -0.03 -0.34
0.10 -0.02 0.57
0.46 0.46 -0.29
-0.87 -0.14 0.04
0.16 0.41 0.32
0.76 -0.09 0.15
0.06 0.66 -0.43
-0.62 0.30 1.30
0.14 -1.21 -0.69
0.06 -0.08 0.94
0.38 0.06 -0.69
-0.57 0.15 -0.45
-0.18 0.49 0.34
0.24 0.40 -0.28
-0.24 -0.73 -0.28
-0.40 -0.75 -0.32
-0.29 0.51 1.03
0.33 -0.14 -0.49
0.15 -0.15 -0.07
0.41 -0.20 -0.04
-0.26 0.84 -0.22
-0.67 -0.15 0.18
0.54 0.17 -0.01
0.02 0.08 0.27
-0.40 -0.33 -0.65
0.24 -0.14 0.61
0.47 0.06 -0.16
-1.49 -0.06 -0.40
1.87 -0.58 1.06
-0.51 0.23 0.17
-0.34 1.21 -1.03
0.57 0.76 0.74
-0.29 -1.82 0.31
1.25 -0.88 0.28
-0.59 -0.12 0.06
-0.65 0.71 -0.82
0.90 -0.25 0.63
-0.39 0.03 0.20
-0.04 0.21 -1.20
0.32 -0.13 -0.94
-0.43 -0.08 0.62
-0.07 0.08 0.27
1.06 -0.37 -1.11
-0.51 1.62 1.37
-0.79 -0.98 -0.57

Record 2
Molecular formula: C2H6N2O
Method: DFT, ωB97M-V/def2-TZVPD

Values from the calculation:
energy: -7192.492 eV
HOMO-LUMO gap (alpha / beta): 10.5 / 8.3 eV
largest force on an atom: 0.1133 hartree/bohr
highest occupied orbital energy (alpha / beta): -9.6 / -8.3 eV
lowest unoccupied orbital energy (alpha / beta): 0.829 / 0.012 eV

Cartesian coordinates (Å):
C 1.89077 -0.34317 -0.06692
C -1.81889 0.68290 0.01364
N 0.99585 0.76554 -0.11205
N -0.66003 -0.15660 -0.01939
O -0.45942 -1.35326 0.00962
H 2.92982 -0.27297 0.48497
H 2.06899 -0.68359 -1.11179
H 1.53537 -1.21320 0.44616
H -1.77498 1.34968 0.83438
H -2.55090 0.01174 0.36759
H -2.15657 1.21293 -0.84620

Force components x, y, z for each atom (eV/Å):
2.00 0.04 0.04
-0.30 -1.03 1.08
-2.09 -1.52 0.69
5.29 2.31 -0.80
-1.80 -0.61 0.05
-1.81 1.05 -1.23
0.12 0.18 0.42
-1.00 -0.60 0.23
0.71 1.05 0.69
-1.47 -0.88 -0.08
0.35 0.02 -1.09

Record 3
Molecular formula: C37H56N6NdO3PS3Si
Method: DFT, ωB97M-V/def2-TZVPD

Values from the calculation:
energy: -119313.093 eV
multiplicity: 4
HOMO-LUMO gap (alpha / beta): 6.6 / 6.6 eV
largest force on an atom: 0.0342 hartree/bohr
highest occupied orbital energy (alpha / beta): -7.0 / -7.0 eV
lowest unoccupied orbital energy (alpha / beta): -0.382 / -0.381 eV

Cartesian coordinates (Å):
Nd -0.02258 -0.43632 0.42569
C -2.09488 2.40298 0.19629
N -1.29618 1.95508 1.34699
C -2.15698 1.52508 2.47549
C -2.01028 0.03258 2.80739
N -2.31238 -0.81372 1.64319
C -2.26438 -2.24532 1.98779
C -3.60238 -0.54142 1.04859
C -4.74468 -0.33372 1.80269
C -5.96778 -0.10462 1.19379
C -6.04418 -0.07522 -0.19061
C -4.91298 -0.27392 -0.95701
C -3.67788 -0.52682 -0.35571
S -2.25118 -0.80162 -1.31591
C -0.40018 3.00238 1.80659
C -0.82958 4.31828 1.92759
C 0.00072 5.30678 2.42459
C 1.29412 4.98788 2.80909
C 1.73562 3.69108 2.69079
C 0.90552 2.67228 2.21239
S 1.55982 1.06898 2.13299
H -2.84598 3.15538 0.46779
H -2.61898 1.55258 -0.24141
H -1.43178 2.82378 -0.56301
H -3.20658 1.75068 2.25189
H -1.89028 2.08808 3.37749
H -2.66098 -0.19272 3.66909
H -0.96798 -0.17222 3.09919
H -2.97548 -2.48032 2.79069
H -1.25198 -2.52212 2.29389
H -2.53828 -2.83082 1.10709
H -4.68468 -0.35692 2.88159
H -6.85588 0.03518 1.79319
H -6.99378 0.10178 -0.67521
H -4.96468 -0.23672 -2.03561
H -1.84158 4.58318 1.65259
H -0.35688 6.32038 2.51479
H 1.95192 5.74488 3.20589
H 2.73862 3.41688 2.97419
C 1.34482 -0.32002 5.13649
Si 1.14522 -1.96062 4.18369
C -0.49768 -2.72672 4.81649
C 2.50152 -3.13252 4.86449
N 1.09722 -1.86912 2.43859
C 2.12332 -2.26032 1.71049
C 3.47202 -2.29912 2.17619
C 4.42152 -3.08192 1.59529
C 4.10052 -3.89412 0.48489
C 2.90452 -3.73622 -0.13631
C 1.89852 -2.81652 0.35049
H 1.37292 -0.52402 6.20209
H 0.52932 0.37068 4.95249
H 2.25862 0.19398 4.86199
H -0.35888 -2.96632 5.86549
H -0.75748 -3.64952 4.30949
H -1.34578 -2.05452 4.76049
H 2.14262 -3.68312 5.72749
H 3.38472 -2.58302 5.17739
H 2.81072 -3.86422 4.12419
H 3.70402 -1.65962 3.01309
H 5.42742 -3.11432 1.99219
H 4.83002 -4.59442 0.10439
H 2.69692 -4.28502 -1.04091
H 1.65872 -2.28422 -1.67881
C -0.34888 -2.51492 -7.18081
N -1.22918 -1.84442 -6.27341
C -2.41368 -1.22252 -6.59211
C -2.94498 -0.75002 -5.44411
N -2.08618 -1.07112 -4.42521
C -1.03148 -1.75482 -4.92741
S 0.25922 -2.37552 -4.10021
H 0.15762 -1.80202 -7.83471
H -0.90388 -3.23132 -7.78771
H 0.39592 -3.04672 -6.58781
H -2.77378 -1.19522 -7.59901
H -3.85008 -0.20552 -5.27251
H -2.23478 -0.91822 -3.42031
C 0.02282 -4.07842 -0.99561
C 0.41762 -2.90232 -0.11631
N 1.32732 -1.97702 -0.74211
H -0.03128 -4.99562 -0.40761
H 0.69542 -4.23802 -1.84711
H -0.96768 -3.88532 -1.41001
C 0.62192 5.13558 -2.04371
C 1.69542 4.47908 -1.19331
O 1.93242 3.13878 -1.59171
P 1.16452 1.90708 -0.82511
O 2.39242 0.82378 -0.92611
C 3.68692 1.07358 -0.37471
C 4.72842 0.99158 -1.47861
O 0.27342 1.20158 -1.99371
C 0.82782 0.99018 -3.30761
C 0.02712 1.74688 -4.35511
H 0.50972 6.17288 -1.74381
H -0.32688 4.62118 -1.90781
H 0.89582 5.09908 -3.09551
H 1.40282 4.51328 -0.13931
H 2.64982 4.99888 -1.31201
H 3.86892 0.31418 0.39379
H 3.71022 2.05998 0.09679
H 4.73152 -0.00812 -1.90411
H 5.71382 1.21568 -1.07851
H 4.48892 1.70678 -2.26261
H 0.79522 -0.08692 -3.49991
H 1.86792 1.32528 -3.31171
H -1.00898 1.41428 -4.35511
H 0.45602 1.56168 -5.33801
H 0.05712 2.81658 -4.15681

Force components x, y, z for each atom (eV/Å):
-1.07 -0.59 0.65
-0.26 0.01 -0.14
0.10 0.20 0.07
-0.02 -0.43 0.32
-0.11 0.40 -0.04
-0.29 0.06 0.29
0.10 -0.37 0.05
-0.07 0.16 -0.73
0.02 -0.09 0.12
-0.04 -0.04 0.00
-0.11 0.03 0.01
0.08 -0.07 0.15
0.00 -0.14 0.24
0.16 -0.10 -0.13
0.49 -0.04 0.13
-0.20 -0.01 -0.03
0.06 0.12 0.01
-0.09 0.15 -0.03
-0.10 -0.15 0.00
-0.11 0.20 -0.07
0.12 -0.22 0.57
0.06 0.00 0.03
0.12 0.22 0.05
-0.10 -0.06 0.10
0.15 0.00 0.00
-0.03 -0.10 -0.16
0.18 -0.08 -0.08
-0.25 0.05 0.09
0.04 0.07 0.02
-0.21 0.03 -0.08
0.12 0.12 0.03
-0.01 0.00 0.12
-0.02 0.05 0.05
-0.07 0.04 -0.03
-0.02 -0.03 -0.07
-0.04 -0.01 -0.06
-0.09 0.11 0.00
0.08 0.14 0.02
0.17 0.01 0.09
-0.09 -0.54 -0.50
-0.21 0.09 1.64
0.64 0.32 -0.37
-0.36 0.27 -0.46
0.95 -0.06 -0.80
-1.29 -0.08 0.46
1.09 0.01 0.10
-0.46 0.63 0.74
-0.54 -0.45 -0.90
0.77 -0.19 0.19
-0.40 -0.19 -0.16
-0.01 -0.20 0.27
-0.18 0.14 -0.09
0.19 0.08 -0.07
0.13 -0.03 0.27
-0.04 -0.19 -0.17
-0.16 0.17 -0.11
-0.24 -0.01 0.20
0.16 0.11 -0.01
0.06 -0.15 -0.08
0.17 -0.01 0.14
0.02 0.10 0.08
0.01 -0.02 -0.07
-0.08 -0.03 -0.13
-0.07 0.49 0.57
0.35 -0.27 -0.34
-0.29 0.24 0.66
-0.37 0.17 0.05
-0.19 0.12 -0.34
0.30 -0.33 -0.59
-0.17 0.11 -0.14
0.75 -0.59 0.53
-0.02 -0.02 0.03
-0.01 0.04 0.01
-0.07 0.07 -0.08
-0.12 0.08 -0.18
-0.18 0.07 0.00
-0.01 0.01 0.00
-0.17 0.22 0.41
0.18 -0.43 -0.22
0.57 -0.27 -1.30
-0.02 -0.03 0.03
-0.03 -0.01 0.05
0.01 0.01 -0.04
0.28 -0.24 0.12
-0.19 0.60 0.10
-0.12 -0.71 0.08
0.94 0.67 -1.33
-0.35 -0.02 -0.15
0.35 0.01 0.06
-0.43 0.02 0.16
0.10 0.34 0.42
0.15 -0.20 -0.61
0.06 -0.11 0.45
-0.08 0.17 0.02
-0.15 -0.01 -0.02
-0.01 0.01 -0.11
0.08 0.01 0.05
-0.09 -0.01 0.09
-0.05 0.19 -0.05
-0.01 -0.09 0.08
0.07 -0.11 -0.10
0.13 0.00 0.04
0.04 0.07 -0.08
0.08 0.30 0.08
-0.08 -0.10 -0.02
-0.06 0.03 -0.03
0.03 -0.03 -0.10
-0.02 0.11 -0.02

Record 4
Molecular formula: C23H27N3PtS3
Method: DFT, ωB97M-V/def2-TZVPD

Values from the calculation:
energy: -64499.440 eV
total charge: +2
multiplicity: 3
HOMO-LUMO gap (alpha / beta): 7.5 / 7.9 eV
largest force on an atom: 0.0098 hartree/bohr
highest occupied orbital energy (alpha / beta): -13.4 / -14.3 eV
lowest unoccupied orbital energy (alpha / beta): -5.811 / -6.458 eV

Cartesian coordinates (Å):
Pt -0.23993 0.06915 0.04664
C -1.14400 2.80464 2.45128
C 0.19549 2.18025 2.68392
C 0.83497 2.31607 3.91946
C 2.10971 1.81951 4.08542
C 2.75794 1.24422 2.99734
C 2.07180 1.14272 1.80238
N 0.79335 1.55125 1.67181
C 2.70581 0.69900 0.54174
C 4.07544 0.70707 0.31276
C 4.53345 0.48411 -0.97617
C 3.62919 0.34050 -2.01558
C 2.27219 0.34193 -1.71973
N 1.85838 0.43939 -0.45615
C 1.19088 0.40575 -2.72947
C 1.39659 0.13592 -4.06973
C 0.35147 0.35511 -4.96040
C -0.83967 0.85944 -4.48251
C -0.98545 1.09450 -3.11333
C -2.24798 1.67709 -2.56223
N 0.00415 0.84140 -2.26045
H -1.06657 3.88084 2.61234
H -1.89401 2.42742 3.14701
H -1.47594 2.63796 1.43000
H 0.32614 2.82510 4.72656
H 2.61180 1.90241 5.03954
H 3.77241 0.88543 3.08709
H 4.77022 0.92975 1.10829
H 5.59522 0.48909 -1.18045
H 3.97647 0.27369 -3.03537
H 2.34751 -0.23641 -4.42131
H 0.47870 0.14774 -6.01382
H -1.66091 1.07633 -5.15119
H -2.35671 2.70966 -2.89795
H -2.21115 1.68451 -1.47263
H -3.12619 1.13198 -2.91066
C -0.76676 -3.36804 -0.30033
C 0.44871 -3.18540 0.59417
S 0.51942 -1.71945 1.65829
C -0.88267 -1.84525 2.79608
C -2.26558 -1.62043 2.20446
S -2.40596 -0.09598 1.20627
C -3.52178 -0.66116 -0.10207
C -3.01514 -1.79755 -1.00061
S -1.21363 -1.89425 -1.29257
H -1.63664 -3.67251 0.27662
H -0.55479 -4.16870 -1.00899
H 1.35565 -3.08963 -0.00649
H 0.57393 -4.06995 1.22091
H -0.66070 -1.09125 3.55418
H -0.84492 -2.81662 3.29023
H -2.98741 -1.53188 3.01682
H -2.57257 -2.46020 1.58606
H -3.72096 0.23480 -0.68749
H -4.46365 -0.95534 0.36218
H -3.47294 -1.69639 -1.98382
H -3.32237 -2.76936 -0.61837

Force components x, y, z for each atom (eV/Å):
0.01 -0.26 0.43
-0.05 0.01 -0.01
0.02 0.00 0.09
0.00 0.00 -0.05
0.01 -0.01 -0.02
-0.06 -0.01 -0.08
0.01 0.06 0.31
0.03 -0.01 -0.05
0.17 -0.07 -0.19
-0.11 0.00 0.04
0.01 0.00 0.00
-0.10 0.00 -0.01
0.15 0.00 0.09
-0.01 -0.03 -0.16
-0.12 -0.04 -0.22
-0.03 0.02 0.08
-0.02 0.01 0.06
0.03 -0.01 0.05
-0.01 -0.03 -0.08
-0.04 0.05 0.02
0.03 0.07 -0.02
-0.01 0.00 0.01
-0.01 0.00 -0.01
-0.01 0.01 -0.01
-0.01 0.01 0.01
0.01 0.00 0.01
0.02 0.00 0.00
0.00 0.01 0.02
0.01 0.00 0.00
0.00 0.00 -0.02
0.01 0.00 0.00
0.00 0.00 -0.01
-0.01 0.01 -0.01
-0.02 0.00 -0.01
-0.02 0.02 -0.03
-0.01 0.00 0.01
-0.03 0.04 0.01
0.03 0.05 0.00
-0.08 0.02 -0.01
0.01 0.07 -0.05
-0.03 -0.01 -0.05
0.00 -0.03 -0.26
0.04 0.00 0.01
0.03 0.02 0.05
0.04 0.00 0.04
0.01 0.01 -0.04
0.00 0.00 0.00
0.01 0.00 0.02
0.01 0.01 0.01
0.01 -0.01 0.00
0.01 -0.01 0.00
0.00 0.01 -0.01
0.00 0.04 0.00
0.02 0.00 0.04
0.00 0.00 0.00
0.00 0.01 0.00
0.02 -0.01 -0.01

Record 5
Molecular formula: C41H34N2P
Method: DFT, ωB97M-V/def2-TZVPD

Values from the calculation:
energy: -55330.094 eV
total charge: +1
HOMO-LUMO gap: 4.4 eV
largest force on an atom: 0.0367 hartree/bohr
highest occupied orbital energy: -9.7 eV
lowest unoccupied orbital energy: -5.259 eV

Cartesian coordinates (Å):
C -4.44279 -5.59024 -2.76720
C -3.54613 -5.63906 -1.69319
C -2.82727 -4.50207 -1.31769
C -2.99153 -3.29667 -2.02710
P -1.99627 -1.84250 -1.59685
C -0.51075 -1.85943 -2.62249
C 0.38185 -0.78423 -2.47930
C 1.54984 -0.74476 -3.23384
C 1.87176 -1.80602 -4.08623
C 0.98651 -2.88077 -4.22680
C -0.21146 -2.90620 -3.50861
C -2.97498 -0.40711 -2.11731
C -3.86318 0.15271 -1.18556
C -4.61105 1.28074 -1.52987
C -4.47775 1.85163 -2.80091
C -3.59858 1.28842 -3.73196
C -2.84255 0.16210 -3.39379
C -1.45518 -1.53701 0.04795
C -0.11603 -1.55806 0.42098
N 0.99275 -1.57760 0.82666
C -3.91046 -3.24916 -3.09339
C -4.61898 -4.39245 -3.46772
H -5.00398 -6.48074 -3.05680
H -3.40425 -6.57353 -1.14766
H -2.13219 -4.53615 -0.47801
H 0.15872 0.01512 -1.76938
H 2.21495 0.11438 -3.14788
H 2.81330 -1.78966 -4.63584
H 1.23033 -3.70434 -4.89959
H -0.90842 -3.73716 -3.63051
H -3.96055 -0.29334 -0.19517
H -5.30065 1.71289 -0.80271
H -5.05998 2.73554 -3.06447
H -3.49617 1.72570 -4.72600
H -2.14671 -0.26626 -4.11710
H -2.20929 -1.47387 0.84000
H -4.07001 -2.31512 -3.63255
H -5.31070 -4.34737 -4.31018
C 2.30663 -0.53145 7.26675
N 2.20419 0.74913 6.59093
C 2.75000 1.85125 7.36252
C 2.02564 0.83108 5.20168
C 0.72126 0.89712 4.64685
C 0.54874 1.03779 3.28310
C 1.66059 1.10440 2.41056
C 1.51685 1.47296 1.02852
C 2.54596 1.25079 0.03080
C 2.38587 2.23238 -1.00426
C 3.35874 2.41347 -1.97921
C 4.45850 1.54605 -1.99319
C 4.56288 0.50642 -1.05037
C 3.60847 0.35219 -0.03863
C 1.19793 3.01500 -0.70072
C 0.64781 2.53248 0.54218
C -0.42906 3.21024 1.11485
C -0.97252 4.31051 0.43791
C -0.39811 4.79717 -0.75071
C 0.70845 4.15474 -1.31946
C 2.95360 0.92325 2.97117
C 3.14046 0.82225 4.33544
H 1.98587 -1.33626 6.59600
H 3.34155 -0.72162 7.59752
H 1.66414 -0.51771 8.15846
H 2.71025 2.77833 6.77884
H 2.14899 1.97007 8.27554
H 3.79097 1.65129 7.66459
H -0.13048 0.87524 5.33188
H -0.45391 1.07086 2.86148
H 3.25158 3.23291 -2.69302
H 5.23586 1.66710 -2.74980
H 5.41374 -0.17535 -1.09307
H 3.65295 -0.46815 0.67540
H -0.82828 2.88285 2.07115
H -1.84188 4.81809 0.85907
H -0.81758 5.68069 -1.23264
H 1.19873 4.51818 -2.22242
H 3.82959 0.90976 2.32687
H 4.14288 0.73616 4.76551

Force components x, y, z for each atom (eV/Å):
0.23 0.29 0.10
-0.06 0.06 -0.08
-0.03 0.24 -0.28
-0.38 -0.57 0.17
0.80 0.76 0.79
0.31 -0.12 -0.18
-0.04 -0.09 -0.19
-0.02 -0.16 0.02
-0.35 -0.04 0.11
0.11 0.15 0.04
0.04 0.29 0.15
-0.29 0.24 -0.22
0.00 0.17 -0.40
0.11 -0.14 -0.05
0.18 -0.24 0.02
-0.04 -0.02 0.19
-0.21 0.05 0.28
-0.95 -0.57 -0.76
1.60 -0.44 0.86
-1.66 0.39 -0.81
0.20 -0.06 0.14
0.11 -0.03 0.16
0.20 0.28 0.10
-0.05 0.30 -0.13
-0.15 -0.02 -0.19
0.02 -0.17 -0.26
-0.11 -0.27 0.03
-0.29 -0.03 0.08
-0.07 0.24 0.20
0.22 0.22 0.05
-0.01 0.18 -0.24
0.20 -0.11 -0.23
0.16 -0.26 0.06
-0.04 -0.10 0.29
-0.18 0.11 0.19
0.34 -0.01 -0.35
0.04 -0.24 0.11
0.18 0.01 0.28
-0.20 -0.02 -0.16
-0.45 0.12 0.38
0.09 -0.02 -0.30
0.28 -0.13 -0.45
0.38 -0.06 0.15
-0.03 0.13 0.10
-0.13 -0.30 0.11
0.96 0.14 0.94
0.16 0.55 -1.37
1.25 -0.80 0.31
-0.68 0.05 0.33
0.07 -0.54 0.43
0.05 0.34 -0.29
-0.21 -0.10 0.09
-0.97 0.61 0.90
-0.24 0.59 -1.27
0.11 -0.14 -0.20
0.14 0.23 -0.25
-0.36 -0.36 0.52
0.26 -0.66 0.17
0.14 0.03 -0.31
-0.50 0.09 0.25
0.06 0.12 0.23
-0.17 -0.07 -0.12
0.13 -0.18 -0.14
0.02 -0.18 0.21
0.17 0.11 -0.17
-0.10 0.16 -0.05
0.29 -0.07 -0.29
0.22 -0.05 0.15
0.17 -0.34 0.10
-0.23 -0.05 0.24
-0.30 0.20 -0.02
0.10 0.10 -0.24
-0.06 0.27 -0.26
0.31 -0.13 -0.12
0.10 -0.24 0.18
-0.26 0.06 0.22
-0.26 0.20 0.15
-0.38 0.03 -0.22